Record 1
Here is 4 unconnected molecules or ions with the total composition C31H67N4O4PS from the OMol25 dataset. Energies are from wB97M-V/def2-TZVPD.

The geometry in ORCA input format:
```
! wB97M-V def2-TZVPD RIJCOSX def2/J DEFGRID3
* xyz 0 1
C 3.951 -3.192 -0.531
C 2.916 -2.683 0.674
N 1.867 -1.755 0.103
C 0.645 -1.651 0.989
C -0.793 -1.687 0.175
C -1.065 -3.149 -0.590
C -0.345 -2.905 -2.042
C -0.794 -3.989 -3.214
C 0.327 -3.782 -4.438
N 0.924 -2.394 -4.641
O 0.739 -4.816 -5.208
C -0.732 -4.492 0.289
S -1.369 -6.170 -0.284
C -1.777 -4.186 1.559
O -1.560 -4.348 2.866
N -3.060 -3.728 0.857
C -2.722 -3.208 -0.543
P -3.700 -1.642 -1.116
N -4.614 -0.944 0.272
O -4.825 -2.221 -2.319
C 2.433 -0.406 -0.284
C 1.439 0.644 -1.104
O 3.695 0.013 -0.043
H 3.494 -2.949 -1.601
H 4.984 -2.603 -0.488
H 4.100 -4.364 -0.466
H 3.595 -2.189 1.495
H 2.430 -3.666 1.108
H 0.707 -2.476 1.848
H 0.690 -0.577 1.505
H -0.901 -0.790 -0.606
H -1.627 -1.458 0.999
H -0.610 -1.833 -2.497
H 0.841 -2.951 -2.013
H -1.874 -3.799 -3.624
H -0.661 -5.117 -2.879
H 1.677 -2.224 -3.920
H 1.453 -2.406 -5.562
H 0.363 -4.704 0.645
H -2.105 -5.990 -1.487
H -3.862 -4.396 0.865
H -3.182 -4.046 -1.256
H -3.928 -0.369 0.810
H -5.327 -0.263 -0.114
H -4.273 -2.465 -3.136
H 2.006 1.592 -1.517
H 0.912 0.097 -2.025
H 0.576 0.945 -0.351
C -0.265 3.131 4.864
C -1.327 2.335 5.607
C -0.776 1.080 6.289
C -0.175 0.030 5.347
C -1.119 -0.496 4.264
C -2.336 -1.218 4.823
H 0.175 2.554 4.047
H -0.707 4.034 4.431
H 0.537 3.439 5.542
H -2.139 2.075 4.921
H -1.768 2.980 6.377
H -1.578 0.622 6.880
H -0.005 1.378 7.010
H 0.177 -0.815 5.953
H 0.717 0.444 4.863
H -0.562 -1.197 3.630
H -1.444 0.318 3.608
H -2.035 -2.062 5.451
H -2.951 -1.607 4.005
H -2.963 -0.549 5.420
C -2.426 2.319 1.281
C -2.485 3.837 1.204
C -3.278 4.471 2.350
C -4.760 4.086 2.416
C -5.575 4.397 1.158
C -5.637 5.881 0.831
H -3.420 1.871 1.199
H -1.816 1.925 0.463
H -1.977 1.994 2.225
H -2.898 4.140 0.237
H -1.460 4.225 1.238
H -3.188 5.561 2.277
H -2.807 4.195 3.302
H -5.214 4.605 3.270
H -4.849 3.016 2.635
H -6.598 4.032 1.310
H -5.179 3.847 0.298
H -6.068 6.446 1.664
H -6.265 6.046 -0.050
H -4.646 6.288 0.613
C 6.785 2.416 -6.140
C 5.374 2.292 -5.586
C 5.330 2.172 -4.060
C 6.024 0.936 -3.478
C 5.504 -0.410 -3.989
C 4.044 -0.662 -3.646
H 7.384 1.527 -5.923
H 6.753 2.537 -7.227
H 7.294 3.288 -5.717
H 4.869 1.440 -6.052
H 4.808 3.184 -5.878
H 4.283 2.189 -3.737
H 5.793 3.066 -3.621
H 5.919 0.965 -2.386
H 7.100 0.994 -3.677
H 6.109 -1.207 -3.540
H 5.647 -0.490 -5.072
H 3.885 -0.626 -2.564
H 3.740 -1.653 -4.000
H 3.386 0.074 -4.117
*
```

SMILES string ... CCN(CC[C@@]1(CCC(N)=O)[C@H](S)C(=O)N[C@H]1P(N)O)C(C)=O.CCCCCC.CCCCCC.CCCCCC
Kohn-Sham gap ... 8.31 eV



Record 2
Here is a molecular structure, C28H22Cl3F5NO3PTeV from the OMol25 dataset. Energies are from wB97M-V/def2-TZVPD.

The geometry in ORCA input format:
```
! wB97M-V def2-TZVPD RIJCOSX def2/J DEFGRID3
* xyz 0 2
V -1.220 -0.743 0.192
Cl -5.170 -5.107 -4.041
C -4.141 -3.928 -3.297
C -4.157 -3.785 -1.920
C -3.322 -2.840 -1.362
Cl -3.309 -2.555 0.350
C -2.478 -2.031 -2.117
O -1.693 -1.139 -1.515
C -2.497 -2.203 -3.499
Cl -1.481 -1.213 -4.485
C -3.321 -3.143 -4.091
H -4.807 -4.386 -1.302
H -3.321 -3.260 -5.165
C 1.501 -0.345 -2.580
C 2.068 0.973 -2.139
C 2.877 1.695 -3.013
C 3.492 2.874 -2.626
C 3.319 3.351 -1.336
C 2.512 2.654 -0.454
C 1.867 1.482 -0.849
P 0.938 0.520 0.389
C 0.842 1.551 1.882
C 1.321 1.012 3.076
C 1.157 1.685 4.275
C 0.503 2.907 4.283
C 0.031 3.447 3.098
C 0.189 2.796 1.877
C -0.315 3.471 0.630
C 2.054 -0.857 0.722
C 3.403 -0.651 1.021
C 4.231 -1.732 1.248
C 3.708 -3.021 1.164
C 2.378 -3.220 0.844
C 1.524 -2.138 0.606
C 0.100 -2.362 0.185
H 1.541 -0.439 -3.664
H 0.461 -0.472 -2.281
H 2.074 -1.171 -2.149
H 3.027 1.313 -4.015
H 4.114 3.413 -3.328
H 3.808 4.262 -1.015
H 2.387 3.022 0.556
H 1.801 0.042 3.075
H 1.517 1.245 5.194
H 0.353 3.438 5.214
H -0.483 4.400 3.112
H -1.074 4.209 0.887
H -0.767 2.768 -0.063
H 0.490 3.990 0.107
H 3.795 0.359 1.076
H 5.275 -1.579 1.487
H 4.350 -3.874 1.341
H 1.985 -4.226 0.765
H -0.363 -3.102 0.842
H 0.083 -2.770 -0.831
F -4.501 2.598 -0.550
Te -4.112 1.156 0.546
F -4.378 0.081 -0.972
F -4.118 2.427 1.895
F -4.040 -0.094 1.946
F -5.931 0.881 0.750
O -2.317 1.026 0.300
O -1.383 -0.870 4.412
C -1.265 -0.886 3.251
N -1.114 -0.905 2.060
*
```

Energy above the lowest of the compared OMol25 structures with the same formula, charge and spin ... 88.2 kJ/mol
⟨S²⟩ ... 0.77
Kohn-Sham gap (spin up / spin down) ... 7.32 / 7.93 eV